[1]
Here is a structure of composition C24H42AsBrN4O2PdSi2 from OMol25. Energies are from the ωB97M-V functional and the def2-TZVPD basis.

## Properties
Energy relative to the best compared isomer or geometry (same formula, charge and spin), kcal/mol: 0.0
Spin multiplicity: 1
Energy, hartree: -6825.99354
HOMO-LUMO gap (alpha / beta), eV: 7.47 / 7.47

Positions of all 77 atoms, in Å:
Pd: 0.176 -0.681 -0.531
C: 0.202 3.645 1.011
N: 0.215 2.720 -0.117
C: 1.470 2.001 -0.248
C: -0.979 2.133 -0.473
N: -1.144 0.849 -0.582
N: -2.006 3.012 -0.687
C: -1.764 4.319 -1.285
C: -3.354 2.518 -0.882
H: 0.400 3.116 1.949
H: -0.764 4.137 1.091
H: 0.974 4.403 0.871
H: 2.272 2.741 -0.287
H: 1.486 1.443 -1.184
H: 1.665 1.319 0.586
H: -2.016 0.603 -1.032
H: -0.707 4.560 -1.250
H: -2.327 5.085 -0.746
H: -2.083 4.314 -2.330
H: -3.508 2.132 -1.898
H: -4.048 3.341 -0.719
H: -3.587 1.740 -0.158
Br: 1.413 -4.810 0.927
C: 2.828 -4.825 -0.337
C: 3.710 -5.894 -0.244
C: 4.740 -6.029 -1.159
C: 4.879 -5.103 -2.184
C: 3.989 -4.051 -2.275
C: 2.957 -3.879 -1.352
C: 2.088 -2.656 -1.543
O: 1.997 -2.181 -2.682
O: 1.587 -2.161 -0.479
H: 3.577 -6.621 0.545
H: 5.425 -6.862 -1.073
H: 5.676 -5.204 -2.909
H: 4.067 -3.322 -3.070
C: 1.003 -2.364 4.423
Si: 1.092 -1.010 3.120
C: 0.852 0.626 4.029
C: 2.805 -0.973 2.345
As: -0.602 -1.545 1.546
Si: -2.406 -0.325 2.428
C: -3.888 -0.724 1.330
C: -2.305 1.542 2.676
C: -2.724 -1.101 4.114
H: 1.758 -2.193 5.195
H: 1.180 -3.349 3.988
H: 0.024 -2.381 4.906
H: 1.660 0.744 4.758
H: -0.092 0.673 4.573
H: 0.896 1.477 3.346
H: 3.491 -1.589 2.931
H: 3.195 0.048 2.344
H: 2.806 -1.353 1.327
H: -3.878 -0.157 0.396
H: -4.827 -0.499 1.843
H: -3.893 -1.782 1.065
H: -2.135 2.067 1.739
H: -1.502 1.815 3.358
H: -3.243 1.910 3.102
H: -2.729 -2.191 4.053
H: -3.695 -0.781 4.500
H: -1.963 -0.810 4.841
N: -0.376 -0.720 -3.083
C: -0.600 0.500 -3.713
C: 0.462 1.385 -3.923
C: 0.236 2.632 -4.477
C: -1.047 3.030 -4.835
C: -2.103 2.154 -4.630
C: -1.887 0.904 -4.069
H: 0.547 -1.149 -3.193
H: -1.111 -1.401 -3.199
H: 1.467 1.072 -3.662
H: 1.073 3.299 -4.640
H: -1.218 4.003 -5.278
H: -3.108 2.441 -4.917
H: -2.719 0.223 -3.922

=====

[2]
Here is the molecule C17H21N5O5 in a non-equilibrium geometry from OMol25. Energies are from the ωB97M-V functional and the def2-TZVPD basis.

## Properties
Energy relative to the best compared isomer or geometry (same formula, charge and spin), kcal/mol: 149.2
Spin multiplicity: 1
Energy, hartree: -1310.14355
HOMO-LUMO gap, eV: 7.16
Structure (SMILES): O=[N+]([O-])c1nn(-c2ccc3c(c2)OCCO3)n(O)/c1=N/C1CCCCCC1

Positions of all 48 atoms, in Å:
O: 1.286 3.547 -2.690
N: 1.627 2.982 -1.668
O: 2.508 3.379 -0.919
C: 0.950 1.805 -1.320
N: 0.061 1.303 -2.168
N: -0.423 0.211 -1.685
C: -1.415 -0.529 -2.324
C: -2.052 -1.582 -1.683
C: -3.030 -2.300 -2.356
C: -3.351 -1.975 -3.682
C: -2.720 -0.896 -4.295
C: -1.760 -0.170 -3.628
H: -1.265 0.666 -4.093
H: -2.997 -0.652 -5.308
O: -4.264 -2.687 -4.401
C: -4.611 -3.924 -3.814
C: -4.846 -3.748 -2.316
H: -5.116 -4.692 -1.841
O: -3.662 -3.308 -1.686
H: -5.647 -3.013 -2.158
H: -5.513 -4.265 -4.323
H: -3.801 -4.650 -3.972
H: -1.817 -1.865 -0.671
N: 0.032 0.020 -0.409
C: 1.081 0.931 -0.162
N: 1.777 0.668 0.863
C: 2.847 1.461 1.409
C: 3.747 0.519 2.229
C: 3.450 0.411 3.725
C: 1.969 0.253 4.070
C: 1.273 1.593 4.294
C: 1.033 2.383 3.011
H: 0.314 1.844 2.390
C: 2.291 2.666 2.192
H: 3.080 3.056 2.834
H: 2.056 3.437 1.455
H: 0.579 3.341 3.278
H: 0.305 1.417 4.771
H: 1.872 2.194 4.983
H: 1.460 -0.295 3.276
H: 1.882 -0.333 4.989
H: 3.841 1.289 4.241
H: 4.005 -0.452 4.103
H: 3.668 -0.474 1.779
H: 4.782 0.846 2.112
H: 3.456 1.875 0.595
O: 0.144 -1.217 0.183
H: 0.914 -1.067 0.791

=====

[3]
Here is the molecule C7H7NO3 in a non-equilibrium geometry from OMol25. Energies are from the ωB97M-V functional and the def2-TZVPD basis.

## Properties
Energy relative to the best compared isomer or geometry (same formula, charge and spin), kcal/mol: 135.0
Spin multiplicity: 1
Energy, hartree: -551.23033
HOMO-LUMO gap, eV: 9.28
Structure (SMILES): O=[N+]([O-])c1ccccc1CO

Positions of all 18 atoms, in Å:
C: -1.327 -0.824 1.199
C: 0.019 -0.399 0.682
C: 1.284 -0.710 1.200
C: 2.432 -0.335 0.659
C: 2.496 0.449 -0.481
C: 1.345 0.794 -1.149
C: 0.040 0.339 -0.622
H: -0.897 -2.574 1.808
H: -1.952 -1.094 0.486
H: -1.880 0.008 1.811
H: 1.265 -1.307 1.940
H: 3.284 -0.636 1.255
H: 3.540 0.956 -0.839
H: 1.335 1.386 -1.914
N: -1.137 0.840 -1.219
O: -1.114 -1.753 2.226
O: -1.812 -0.075 -1.713
O: -1.382 2.014 -1.130

=====

[4]
Here is a cluster of 2 separate species, C4H12 in total in a non-equilibrium geometry from OMol25. Energies are from the ωB97M-V functional and the def2-TZVPD basis.

## Properties
Energy relative to the best compared isomer or geometry (same formula, charge and spin), kcal/mol: 20.7
Spin multiplicity: 2
Charge: -1
Energy, hartree: -159.49717
HOMO-LUMO gap (alpha / beta), eV: 2.83 / 11.69
<S²>: 0.7504

Positions of all 16 atoms, in Å:
C: 2.405 0.449 0.560
C: 1.997 0.210 -0.815
H: 1.622 0.220 1.328
H: 3.332 -0.091 0.862
H: 2.544 1.537 0.781
H: 1.545 1.099 -1.277
H: 2.873 -0.058 -1.533
H: 1.189 -0.570 -0.844
C: -2.028 -1.085 -0.065
C: -2.301 0.366 0.178
H: -2.951 -1.546 0.181
H: -1.741 -1.263 -1.119
H: -1.372 -1.397 0.704
H: -1.994 0.482 1.241
H: -3.346 0.640 0.299
H: -1.775 1.007 -0.482